An isolated molecule of C6H8O2 at a distorted geometry, computed with ωB97M-V/def2-TZVPD.

Results
SMILES = C[C@@]12C[C@H]3O[C@@H]1[C@@H]2O3
Molecular weight = 112.13 g mol⁻¹
Gap between HOMO and LUMO = 9.9 eV
Calculated total energy = -383.7825 Ha
F_max = 5.884 eV Å⁻¹
LUMO energy = 0.89 eV
HOMO energy = -8.997 eV

The geometry in XYZ format:
```
16
Properties=species:S:1:pos:R:3:nbo_charge:R:1
C 2.278 0.972 -0.257 -0.63
C 0.843 0.321 -0.079 -0.08
C 0.627 -1.105 0.467 -0.48
C -0.816 -1.108 0.384 0.32
O -1.230 0.141 1.106 -0.50
C -0.427 1.028 0.340 0.01
C -0.521 0.448 -0.969 0.04
O -1.233 -0.740 -0.988 -0.48
H 2.703 0.439 -1.148 0.22
H 2.392 2.100 -0.325 0.23
H 2.969 0.812 0.688 0.22
H 1.029 -1.215 1.405 0.23
H 1.185 -1.677 -0.177 0.23
H -1.567 -1.947 0.708 0.22
H -0.250 2.118 0.500 0.22
H -0.658 0.834 -1.915 0.21
```

=====

A cluster of 3 separate species, C21H38INO9P3 in total at a distorted geometry, computed with ωB97M-V/def2-TZVPD.

Results
Charge = +1
Molecular weight = 668.36 g mol⁻¹
Gap between HOMO and LUMO = 7.0 eV
Calculated total energy = -2876.5565 Ha
F_max = 7.002 eV Å⁻¹
LUMO energy = -4.17 eV
HOMO energy = -11.216 eV

The geometry in XYZ format:
```
73
Properties=species:S:1:pos:R:3:mulliken_charge:R:1
O 5.619 1.001 1.230 -0.44
P 5.261 1.439 -0.326 0.04
I 6.126 3.718 -0.504 -0.01
C 3.405 1.583 -0.349 1.19
C 2.732 2.659 -0.984 -0.29
C 1.363 2.714 -1.021 -1.11
C 0.635 1.673 -0.409 1.04
C -0.795 1.663 -0.424 -0.78
C -1.445 0.660 0.210 -0.54
N -0.757 -0.344 0.825 0.07
C 0.558 -0.405 0.853 -0.58
C 1.302 0.616 0.250 0.71
C 2.723 0.580 0.279 -1.00
H 5.643 0.035 1.206 0.35
H 3.292 3.454 -1.464 0.14
H 0.865 3.528 -1.533 0.45
H -1.285 2.470 -0.955 0.38
H -2.525 0.635 0.244 0.42
H -1.282 -1.085 1.276 0.29
H 1.097 -1.218 1.328 0.45
H 3.209 -0.241 0.797 0.21
O 0.793 -3.215 3.982 -0.77
P 0.673 -3.784 5.358 1.09
O 2.215 -3.901 5.871 -0.28
C 2.991 -2.712 6.018 -0.25
C 2.412 -1.763 7.051 -0.90
O 0.376 -5.351 4.970 -0.41
C -0.377 -5.682 3.801 -0.28
C 0.538 -6.224 2.722 -1.16
O -0.041 -3.913 6.796 -0.35
C 0.000 -5.082 7.638 -0.14
C 1.274 -5.222 8.441 -0.95
H 3.085 -2.213 5.049 0.21
H 3.988 -3.027 6.324 0.33
H 1.450 -1.358 6.719 0.29
H 3.091 -0.928 7.226 0.40
H 2.238 -2.275 7.996 0.13
H -0.935 -4.817 3.439 0.30
H -1.107 -6.442 4.086 0.35
H 1.390 -5.565 2.556 0.28
H 0.000 -6.348 1.780 0.37
H 0.940 -7.194 3.018 0.33
H -0.217 -5.990 7.082 0.24
H -0.832 -4.952 8.332 0.35
H 2.094 -5.597 7.830 0.26
H 1.119 -5.937 9.250 0.42
H 1.580 -4.269 8.869 0.16
O -2.073 2.748 -3.796 -0.76
P -2.289 3.561 -5.029 1.13
O -3.530 2.820 -5.779 -0.27
C -4.803 2.772 -5.131 -0.28
C -5.387 4.152 -4.893 -0.89
O -1.029 3.002 -5.928 -0.42
C 0.199 2.636 -5.298 -0.08
C 0.345 1.128 -5.263 -1.19
O -2.355 4.956 -5.831 -0.37
C -2.105 5.112 -7.242 -0.15
C -3.277 4.738 -8.123 -0.95
H -4.715 2.225 -4.188 0.24
H -5.461 2.199 -5.783 0.32
H -4.791 4.711 -4.165 0.29
H -6.406 4.075 -4.513 0.40
H -5.400 4.733 -5.814 0.13
H 0.261 3.054 -4.292 0.12
H 1.010 3.075 -5.883 0.36
H -0.547 0.653 -4.855 0.28
H 1.208 0.834 -4.661 0.36
H 0.481 0.737 -6.272 0.33
H -1.200 4.599 -7.552 0.24
H -1.905 6.177 -7.370 0.35
H -3.370 3.658 -8.228 0.26
H -3.129 5.151 -9.122 0.41
H -4.214 5.120 -7.720 0.16
```

=====

A structure of composition C25H29F6N3OReS4SbSi2 at a distorted geometry, computed with ωB97M-V/def2-TZVPD.

Results
Molecular weight = 993.92 g mol⁻¹
Gap between HOMO and LUMO (alpha / beta) = 6.2 / 6.2 eV
Calculated total energy = -4299.0706 Ha
F_max = 4.238 eV Å⁻¹
LUMO energy (alpha / beta) = -1.60 / -1.63 eV
HOMO energy (alpha / beta) = -7.842 / -7.839 eV

The geometry in XYZ format:
```
72
Properties=species:S:1:pos:R:3:mulliken_charge:R:1
Re 0.762 0.354 0.733 0.18
C 4.755 -0.222 2.705 -1.19
Si 3.877 -0.687 1.149 0.47
C 3.129 -2.394 1.492 -1.19
C 5.040 -0.778 -0.295 -1.11
N 2.666 0.596 0.762 0.73
C 2.985 1.959 0.518 0.19
C 4.252 2.433 0.714 -0.16
C 4.621 3.652 0.136 -0.76
C 3.679 4.401 -0.596 -1.02
C 2.359 4.031 -0.700 -1.07
C 1.963 2.754 -0.162 1.43
N 0.716 2.175 -0.332 0.57
Si -0.585 3.194 -1.093 0.67
C -0.781 4.748 0.015 -1.32
C -0.132 3.723 -2.869 -1.41
C -2.339 2.530 -1.150 -0.99
H 5.177 -1.136 3.254 0.36
H 4.100 0.190 3.514 0.35
H 5.634 0.455 2.559 0.41
H 3.870 -2.843 2.141 0.55
H 3.041 -3.092 0.705 0.33
H 2.163 -2.439 2.000 0.25
H 4.581 -0.857 -1.282 0.31
H 5.570 -1.779 -0.097 0.32
H 5.731 0.050 -0.359 0.37
H 4.933 1.967 1.501 0.02
H 5.616 4.030 0.261 0.44
H 3.974 5.287 -1.161 0.36
H 1.579 4.591 -1.196 0.39
H -0.953 5.590 -0.682 0.37
H 0.009 5.112 0.616 0.42
H -1.725 4.651 0.558 0.32
H -0.796 3.119 -3.508 0.39
H 0.884 3.504 -3.221 0.39
H -0.371 4.805 -2.986 0.36
H -2.896 2.613 -0.165 0.25
H -2.544 1.505 -1.543 0.20
H -2.880 3.219 -1.901 0.36
S -4.092 0.198 1.500 -0.19
Sb -2.581 0.895 3.373 0.45
S 0.611 -0.334 2.817 -0.40
S -0.198 1.613 2.460 -0.22
S -3.038 3.191 3.265 -0.53
N -7.835 -6.398 0.052 -0.48
C -7.087 -5.543 0.230 -0.02
C -6.146 -4.486 0.288 0.54
C -5.742 -3.954 1.529 -0.98
C -4.801 -2.897 1.563 -0.02
C -4.229 -2.350 0.445 -0.13
C -4.526 -3.018 -0.803 -0.08
C -5.491 -4.000 -0.862 -0.70
C -3.296 -1.168 0.604 -0.10
C -2.011 -1.169 0.208 0.45
H -6.244 -4.283 2.415 0.45
H -4.545 -2.421 2.551 0.34
H -4.053 -2.653 -1.732 0.41
H -5.757 -4.424 -1.880 0.34
C 0.918 -3.073 -1.443 -1.85
C 0.119 -1.856 -1.093 1.08
O 1.051 -1.058 -0.501 -0.83
C -1.042 -2.257 -0.170 0.25
F -0.270 -2.672 0.962 -0.22
F -1.429 0.183 0.206 0.35
F -1.671 -3.370 -0.668 -0.35
C -0.333 -1.094 -2.378 0.55
F 0.266 -1.579 -3.501 -0.34
F -1.653 -1.158 -2.609 -0.26
F -0.096 0.261 -2.299 -0.27
H 1.142 -3.709 -0.559 0.36
H 1.891 -2.770 -1.742 0.49
H 0.500 -3.662 -2.261 0.35
```

=====

Question: Look up the molecular weight of the second one.
Answer: 668.36 g mol⁻¹